Record 1
C10H7O3S | the ωB97M-V functional and the def2-TZVPD basis

Output
net charge: -1
calculated total energy: -27461.2714 eV

```
21
Properties=species:S:1:pos:R:3:forces:R:3:lowdin_charge:R:1
S 3.444503 0.715206 -0.102390 -1.2 -1.2 0.4 0.830
O 1.068432 3.120894 0.321583 -0.7 -0.4 -0.2 0.054
O 4.090782 0.547285 -1.428096 0.6 0.1 -0.5 -0.587
O 1.018677 -1.703957 -0.687539 -0.3 0.1 0.0 -0.039
C -3.018386 1.418548 -0.458856 -0.1 0.3 0.1 -0.108
C 0.822870 -0.484208 -0.509819 0.3 -0.7 -0.1 -0.478
C -0.639802 1.456069 -0.224374 -1.0 -0.2 -0.1 -0.143
C 1.712762 0.545219 -0.270449 -1.6 4.5 1.2 -0.268
C -0.583906 0.087626 -0.520657 -0.1 0.5 0.1 -0.097
C -1.850894 2.124526 -0.182118 0.1 0.0 0.0 -0.025
C 0.692035 2.020489 0.006351 3.8 -3.3 -0.5 -0.268
C 3.707003 -0.913464 0.757812 0.0 0.7 -0.3 -0.250
C -1.745273 -0.603919 -0.791534 0.1 -0.1 0.0 -0.020
C -2.962874 0.072063 -0.764294 0.0 -0.2 0.0 -0.097
H -3.879773 -0.463591 -0.978608 0.0 0.0 0.0 0.092
H 3.265877 -0.839693 1.745030 -0.1 0.0 0.2 0.038
H -3.974099 1.928281 -0.434556 0.0 0.0 0.0 0.090
H 4.777275 -1.088887 0.818751 0.1 0.1 0.0 0.028
H -1.695444 -1.657023 -1.027401 0.1 -0.1 0.0 0.109
H -1.884470 3.177159 0.067552 0.0 0.0 0.0 0.110
H 3.217634 -1.682741 0.173705 -0.1 -0.1 -0.1 0.028
```
Forces are in eV/Å.


Record 2
C16H25NO4Si | the ωB97M-V functional and the def2-TZVPD basis

Output
SMILES string: CC1=[N+]([O-])O[C@@]2(O[Si](C)(C)C)CCCC[C@@H]2[C@H]1c1ccoc1
calculated total energy: -34552.7557 eV

```
47
Properties=species:S:1:pos:R:3:forces:R:3:lowdin_charge:R:1
Si 1.311341 -0.144126 -2.423229 0.5 0.0 -1.1 0.483
O -3.939866 0.877951 3.731956 0.7 0.2 0.4 0.018
O 0.757177 -0.610194 -0.881282 -0.1 1.1 0.1 -0.128
O -1.442972 1.642532 -2.000760 1.1 0.2 1.3 -0.058
O -0.007832 1.535841 -0.205371 0.6 -0.7 0.3 0.035
N -1.170486 1.153838 -0.854294 -4.7 -2.0 0.1 -0.201
C 3.073979 -0.673990 -2.691958 0.1 0.0 1.7 -0.167
C -3.557170 -0.008575 2.784800 1.7 0.1 -1.0 -0.060
C -1.955234 1.517360 2.864291 -0.3 1.7 0.9 -0.028
C 0.404501 -1.800218 1.604138 0.1 0.9 0.5 -0.108
C 1.964817 -1.834530 1.486873 -0.6 -0.2 -0.1 -0.187
C -2.931189 1.801353 3.792172 1.2 0.8 -0.2 -0.093
C -0.151969 -0.348690 1.359516 0.6 -0.7 -0.9 -0.163
C 1.483753 1.699017 -2.557797 -1.8 0.6 -0.1 -0.162
C 0.334979 -0.943864 -3.862348 -0.6 0.7 0.6 -0.145
C 2.659743 -0.494784 1.752021 -0.5 0.2 0.1 -0.162
C -3.321359 0.024032 -0.971781 0.2 -0.8 -0.4 -0.001
C -2.354555 0.349162 2.215804 -1.8 -0.6 0.1 -0.207
C 0.668868 0.314374 0.213286 0.6 -1.4 0.8 -0.414
C -2.048864 0.294064 -0.252053 2.8 2.1 -1.0 -0.116
C 2.101259 0.616129 0.782563 -0.2 0.0 0.0 -0.063
C -1.679445 -0.329996 1.077789 0.6 0.0 0.0 -0.154
H -3.507886 -1.063286 -0.967846 -0.2 0.4 0.2 0.096
H 2.777149 0.699223 -0.075148 -0.1 0.2 0.2 0.097
H 3.741957 -0.618207 1.572258 -0.4 0.1 0.0 0.111
H -2.017292 -1.366197 1.096300 -0.2 -0.1 -0.4 0.145
H 0.860032 -1.707746 -4.421646 0.4 -0.1 0.0 0.018
H 3.718213 0.149803 -2.348720 0.0 -0.3 -0.3 0.035
H 1.763164 1.989424 -3.569843 0.5 -0.1 -0.1 0.047
H 2.584191 -0.189968 2.830879 -0.2 -0.2 -0.9 0.120
H 0.027590 0.234545 2.270062 0.1 0.0 -0.3 0.135
H -4.064144 -0.920621 2.550507 -0.9 0.0 0.4 0.129
H 3.302490 -0.972722 -3.686158 0.2 -0.1 -0.9 0.018
H 0.022750 -0.153297 -4.571349 0.1 -0.3 0.3 0.041
H -2.893783 2.647729 4.518054 -0.8 -1.2 -0.6 0.136
H -0.573214 -1.415354 -3.494570 -0.3 0.0 0.0 0.017
H -1.101331 2.158256 2.607186 -0.5 -0.4 0.4 0.130
H -3.324653 0.337609 -2.014512 0.5 0.0 0.1 0.081
H 2.211767 -2.142876 0.478156 0.1 0.0 -0.3 0.095
H -0.104298 -2.491900 0.909869 0.5 0.2 0.2 0.117
H -4.146455 0.555967 -0.524950 -0.4 0.0 0.5 0.087
H 3.282775 -1.513958 -2.035103 0.2 -0.4 0.1 0.024
H 0.494445 2.171976 -2.400945 0.7 -0.2 -0.2 0.019
H 2.146240 2.119972 -1.813111 0.4 0.1 0.0 0.034
H 0.123466 -2.093952 2.635444 0.0 0.1 -0.5 0.121
H 2.374930 -2.601331 2.135338 0.0 -0.1 0.2 0.102
H 2.102424 1.550228 1.355511 -0.1 0.1 -0.4 0.124
```
Forces are in eV/Å.


Record 3
C5H10 | the ωB97M-V functional and the def2-TZVPD basis

Output
calculated total energy: -5344.4339 eV

```
15
Properties=species:S:1:pos:R:3:forces:R:3:lowdin_charge:R:1
C -0.629423 -1.098528 0.380491 0.1 -0.5 0.2 -0.148
C 0.545263 -0.372828 -0.240637 2.1 0.1 0.5 -0.359
C -0.361062 0.518885 -1.063154 0.3 0.3 -0.4 -0.159
C -1.536280 -0.066202 -0.286784 -1.2 0.3 0.1 -0.195
C 1.877120 -0.384865 -0.003672 -1.6 -0.5 -0.8 0.024
H 0.735381 1.394653 1.376613 0.6 2.9 2.1 0.023
H -0.386738 0.270180 -2.127169 0.1 -0.1 0.1 0.111
H 0.875900 2.120902 1.887165 -0.6 -2.7 -1.9 0.063
H -2.345030 -0.462699 -0.895082 -0.1 -0.1 0.0 0.100
H -0.681635 -1.158493 1.472211 0.2 0.1 -0.1 0.109
H -0.774009 -2.109379 -0.011867 0.1 0.1 0.0 0.111
H -1.967673 0.634686 0.425467 0.0 0.0 0.0 0.102
H -0.221487 1.601248 -0.987381 0.1 -0.1 0.1 0.102
H 2.552311 0.244501 -0.575131 -0.1 0.1 0.2 0.059
H 2.317363 -1.132058 0.648926 -0.1 0.2 0.1 0.058
```
Forces are in eV/Å.


Record 4
C3H6OS | the ωB97M-V functional and the def2-TZVPD basis

Output
calculated total energy: -16087.3943 eV

```
11
Properties=species:S:1:pos:R:3:forces:R:3:lowdin_charge:R:1
S -1.783742 -0.076064 -0.270798 2.4 2.3 1.2 0.809
O 0.655526 -0.922740 -0.671061 1.2 1.0 1.1 -0.136
C -0.346195 1.244747 -0.069094 1.9 -8.4 -9.8 -0.301
C -0.388041 -1.219530 0.107170 -6.3 -4.6 0.8 -0.659
C 0.977105 0.303876 -0.022031 -1.6 0.1 3.5 -0.235
H -0.964646 -2.093614 -0.228707 0.9 -0.6 -0.8 0.059
H -0.099648 1.598390 -1.166997 -1.4 0.0 2.0 0.106
H -0.395336 1.974363 0.495160 -0.8 6.7 6.0 -0.044
H 1.090343 -0.067181 1.128854 0.8 1.6 -2.5 0.157
H -0.497310 -1.567656 1.235749 1.9 1.7 -1.6 0.139
H 1.751940 0.825406 -0.538248 0.9 0.0 0.2 0.107
```
Forces are in eV/Å.


Record 5
C14H13F14NO3Tm | the ωB97M-V functional and the def2-TZVPD basis

Output
net charge: +3
⟨S²⟩: 2.01
spin multiplicity: 3
calculated total energy: -89903.7452 eV

```
46
Properties=species:S:1:pos:R:3:forces:R:3:lowdin_spin:R:1
Tm -1.929156 -2.193297 -3.601507 -0.4 1.9 -0.8 1.003
F 0.982184 -2.348098 -0.032221 1.2 0.0 -0.4 0.000
F -1.007595 -4.314445 0.513435 0.2 -0.7 0.5 0.000
F -3.395705 1.669010 0.206582 -0.3 -0.5 0.0 0.000
F -1.029654 -6.299874 -1.560378 -0.1 -0.4 0.4 0.000
F 0.915173 -5.608674 -0.835305 0.3 -0.1 0.5 0.000
F -1.552794 4.141799 1.314031 0.4 0.8 -0.1 0.004
F -2.280078 2.391100 2.290129 -0.4 -0.6 0.6 0.014
F -2.745582 3.478705 -0.709096 0.0 0.4 -0.4 0.001
F 0.515242 -5.727895 -2.946262 0.2 -0.2 -0.3 0.000
F 0.369806 -3.277195 -2.377845 0.1 0.9 -0.7 0.000
F -0.609486 -1.251586 -1.064584 -0.2 0.5 -0.6 0.000
F -1.531195 1.711247 -0.881218 0.4 -0.3 -0.3 0.000
F -1.660602 -4.060696 -2.706971 0.7 -1.5 0.8 -0.002
F -2.327003 -3.085579 -0.672319 -0.8 0.4 -0.1 0.000
O 0.634698 0.498641 2.770653 0.0 0.5 0.8 0.000
O 0.497699 1.667555 4.782476 -0.1 -0.4 -4.1 0.009
O 0.182656 2.652186 2.725853 -0.4 0.4 0.7 0.035
N 0.831600 3.072537 0.677102 -1.8 -0.4 -2.0 0.608
C 2.889433 2.701095 -0.668451 0.1 -0.5 -0.7 0.081
C -0.780436 -1.667622 1.346818 -0.2 0.7 0.0 0.000
C 0.436658 1.583140 3.576903 0.3 0.3 2.9 0.001
C -1.036003 -3.436629 -0.442739 -0.1 0.7 -0.4 0.000
C -0.534832 -4.036723 -1.786048 0.3 -1.8 0.7 0.000
C -1.187582 -0.185206 1.487055 0.4 -0.7 -1.0 0.000
C 0.058596 0.714297 1.491833 -0.1 -0.2 0.1 0.001
C -0.144863 2.272558 1.396934 1.1 -0.4 2.9 0.040
C 1.322016 2.703613 -0.598839 0.7 0.2 -0.1 0.113
C -0.313034 -2.134179 -0.028524 -0.9 -0.5 1.2 0.000
C -2.350275 2.415068 -0.065712 -0.3 0.6 0.4 0.001
C 3.319389 1.994266 -1.960921 -0.4 0.1 -0.1 0.013
C -0.001487 -5.512623 -1.749132 -0.4 0.4 -0.8 0.000
C -1.594288 2.821580 1.257675 -0.3 -0.3 -1.1 0.022
H 3.663326 2.695205 -2.704576 0.2 0.2 -0.2 0.002
H 2.499735 1.440760 -2.414253 -0.1 -0.1 -0.1 0.002
H 4.091935 1.273989 -1.754392 0.4 -0.1 0.0 0.003
H 0.974813 3.457132 -1.309478 0.1 0.3 -0.1 0.037
H 0.851442 0.381783 0.834503 -0.1 0.0 -0.7 0.000
H -1.613747 -2.276771 1.666555 -0.3 -0.1 0.0 0.000
H -1.904979 0.014856 0.704942 -0.1 0.3 0.0 0.000
H 0.023305 -1.866953 2.039189 0.3 -0.3 0.2 0.000
H -1.680811 -0.116753 2.443413 -0.2 0.3 0.3 0.000
H 3.267125 3.709837 -0.649382 0.1 0.3 0.3 0.000
H 0.637546 4.075734 0.776035 0.6 0.1 0.7 0.011
H 0.969565 1.742012 -0.934234 -0.2 -0.4 0.4 0.004
H 3.277247 2.121087 0.152271 0.0 0.1 0.6 0.001
```
Forces are in eV/Å.


Record 6
C53H42N11O2PRu | the ωB97M-V functional and the def2-TZVPD basis

Output
net charge: +3
⟨S²⟩: 8.76
spin multiplicity: 6
calculated total energy: -87979.0836 eV

```
110
Properties=species:S:1:pos:R:3:forces:R:3:lowdin_spin:R:1
Ru 0.508900 0.264700 -0.034500 -0.1 0.2 0.0 4.075
P -0.101800 -0.004900 -3.858700 0.0 0.0 -1.6 0.009
O 4.554100 4.467000 11.791000 0.5 0.6 0.2 0.001
O -0.177600 0.061100 -2.352900 0.2 0.1 2.3 0.083
N 2.121400 1.551100 1.297300 -0.6 -0.2 -0.6 0.117
N 3.861700 -2.618500 -0.461600 -0.7 -0.8 0.2 0.002
N 3.124900 2.906900 5.863300 0.3 0.2 -0.1 0.000
N 0.369400 -4.918000 -0.025500 -0.1 -0.7 0.0 0.000
N -0.574800 2.348200 -0.312200 0.8 -0.9 0.2 0.115
N 4.676900 -1.610200 -0.721800 -0.4 0.8 -0.1 0.005
N 1.566400 1.588600 6.751700 0.1 0.1 0.3 0.000
N 2.707700 -0.712200 -0.571400 -0.9 0.0 0.2 0.082
N -2.156400 0.125900 -0.314600 0.9 -0.6 -0.1 0.102
N 0.150900 -0.009400 2.302600 -0.1 -0.1 -1.0 0.113
N 0.279400 -2.166200 -0.239400 0.5 0.7 0.1 0.089
C 0.676600 0.609000 4.573700 0.3 0.2 -0.1 0.003
C 2.669500 -2.065000 -0.373600 1.1 0.3 -0.2 0.005
C -1.613600 4.929300 -0.171000 0.2 -0.2 -0.1 0.006
C 1.500900 1.410000 5.404400 0.5 0.3 -1.1 0.004
C -3.682700 -1.840500 -4.378800 -0.1 0.1 0.1 0.000
C -2.484600 3.824400 -0.090300 0.2 -0.4 -0.1 0.004
C -2.753900 1.383600 -0.139500 -0.5 0.9 0.2 0.002
C -0.269800 4.717200 -0.342300 -0.1 -0.1 0.0 0.004
C 0.893500 0.701900 3.169300 0.4 0.3 0.4 0.005
C -0.780900 -4.284400 -0.145500 -0.1 0.5 -0.1 0.003
C -4.108700 1.549600 0.060500 0.7 -0.2 -0.2 0.013
C -0.827700 -2.895600 -0.236700 -0.4 -0.4 -0.1 0.008
C -2.190400 -2.763800 -6.024400 -0.1 -0.1 -0.1 0.000
C 1.949600 -1.794600 -3.685000 0.0 -0.1 0.0 0.000
C 3.901000 3.136300 1.545500 -0.1 -0.1 0.1 0.004
C 3.982900 -0.463800 -0.793100 0.4 0.0 0.0 0.009
C 0.203700 3.401900 -0.409900 0.2 0.5 0.0 0.017
C 3.003700 2.981600 8.272800 0.1 0.1 1.0 0.000
C -2.665400 -1.027800 -3.914300 0.0 0.1 0.1 0.000
C 2.326600 -0.028500 -5.285700 -0.1 0.0 0.0 0.000
C -0.326900 1.652600 -4.551700 0.1 -0.7 0.3 0.002
C 3.754100 3.128000 2.913800 -0.1 -0.1 -0.2 0.003
C 1.516600 -0.650000 -4.346000 -0.6 0.3 0.2 0.000
C 4.481800 4.468900 9.474000 -0.1 -0.2 0.7 0.000
C -1.403000 -1.093200 -4.496300 0.6 0.4 0.2 0.003
C 3.577000 -0.556600 -5.559000 0.1 0.0 -0.1 0.000
C 2.519300 2.486000 9.497600 0.3 0.3 -0.9 0.000
C 3.997600 3.984900 8.293700 -0.4 -0.4 0.0 0.000
C -1.165700 -1.958800 -5.556800 0.1 0.1 0.0 0.001
C -3.879700 3.949500 0.082100 -0.1 -0.2 0.0 0.014
C 4.007700 3.957700 10.711000 -0.6 -0.6 -1.2 0.001
C 3.062500 2.321400 0.781300 0.3 0.0 -0.1 0.015
C 4.225700 4.023700 13.092600 -0.2 -0.3 0.5 0.000
C 3.198700 -2.317100 -3.959300 0.0 -0.1 0.1 0.000
C 1.937500 1.546100 2.629100 -0.1 0.0 0.5 0.006
C -0.324500 -0.261400 5.031600 -0.2 -0.2 -0.4 0.009
C 3.008600 2.956800 10.689900 0.5 0.5 0.6 0.000
C -0.850000 1.877500 -5.818500 0.0 -0.1 0.0 0.001
C -0.790300 -0.816100 2.757500 -0.3 -0.2 -0.1 0.019
C -1.059100 -0.977200 4.115900 0.1 0.1 0.2 0.003
C -4.665900 2.830500 0.167400 0.1 0.5 0.0 -0.001
C -3.443600 -2.708900 -5.434200 0.1 0.0 0.0 0.000
C 1.475800 -4.217700 -0.061300 0.2 0.8 -0.1 0.003
C 2.751700 2.330700 3.477900 -0.4 -0.3 -0.1 0.003
C 1.445200 -2.818000 -0.194400 -0.2 -0.9 0.1 0.008
C -0.639200 4.242300 -5.448900 0.0 0.0 0.0 0.000
C -1.909000 2.524700 -0.184600 -1.0 0.0 0.2 0.013
C -0.108900 4.014000 -4.187700 0.0 0.0 0.0 0.000
C 4.012700 -1.692500 -4.894500 0.0 0.0 0.0 0.000
C -0.998100 3.179700 -6.264400 0.0 0.1 -0.1 0.000
C 2.565700 2.506100 6.993800 0.1 0.0 -0.2 0.001
C 0.050100 2.716100 -3.741600 0.1 0.0 0.1 0.000
C 2.499700 2.253500 4.875700 -0.9 -0.8 0.5 0.002
H 3.176200 4.215400 13.334700 0.1 0.0 -0.1 0.000
H -0.771700 5.254500 -5.796700 0.0 0.1 -0.1 0.000
H -1.675800 -4.887000 -0.172700 -0.2 0.0 0.0 0.001
H -5.731900 2.929300 0.295000 -0.1 0.0 0.0 0.000
H 2.415700 -4.744600 0.006000 0.1 0.0 0.0 0.001
H 5.669500 -1.776800 -0.833600 -0.1 0.1 0.0 0.001
H 4.647800 3.748500 1.065100 0.1 0.0 -0.1 0.001
H -1.364800 -1.355100 2.014400 0.0 0.0 0.1 0.001
H -1.769400 -2.381000 -0.349100 0.0 0.0 0.1 0.001
H -2.013900 -3.432900 -6.852500 0.0 -0.1 -0.1 0.000
H -4.310100 4.937300 0.151800 -0.1 0.1 0.0 0.001
H 2.624800 2.561100 11.616500 0.0 0.0 0.1 0.000
H 1.260000 3.212200 -0.552000 -0.1 0.1 0.0 0.003
H -1.397200 3.370400 -7.248800 0.0 0.0 -0.1 0.000
H -2.010800 5.931300 -0.115800 -0.1 0.1 0.1 0.000
H 0.467000 2.497100 -2.766600 0.0 0.1 -0.1 0.000
H 1.286600 -2.268400 -2.972000 0.0 -0.1 0.0 0.000
H 4.985900 -2.101800 -5.114800 0.1 -0.1 -0.1 0.000
H -0.515900 -0.374500 6.087300 0.0 0.0 0.1 0.000
H -4.241600 -3.333400 -5.804000 -0.1 -0.1 0.0 0.000
H 4.424100 0.490800 -1.003700 0.1 0.1 0.0 0.000
H -2.845900 -0.613100 -0.208700 0.2 0.0 0.0 0.003
H -1.837800 -1.651700 4.430000 -0.1 -0.1 0.0 0.000
H 0.988700 1.139600 7.444900 0.1 0.1 0.0 0.000
H 4.440400 2.958100 13.214400 0.0 0.1 0.0 0.000
H 1.762000 1.717500 9.519600 -0.1 -0.1 0.0 0.000
H 0.427900 5.535800 -0.407500 0.1 0.1 0.0 0.000
H 1.976200 0.853100 -5.802400 0.0 0.1 -0.1 0.000
H 4.385200 3.711300 3.563500 0.1 0.1 0.1 0.000
H -1.135000 1.046300 -6.446700 -0.1 -0.1 -0.1 0.000
H -4.760500 0.687000 0.085800 0.0 -0.1 0.0 0.001
H 0.179400 4.844700 -3.560200 0.0 0.1 0.0 0.000
H 4.363000 4.353500 7.349100 0.1 0.1 0.0 0.000
H -4.664400 -1.791200 -3.930900 -0.1 0.0 0.0 0.000
H -2.848300 -0.318900 -3.116900 -0.1 0.0 0.1 0.000
H 3.533900 -3.216300 -3.462700 0.0 -0.1 0.0 0.000
H -0.189000 -1.996000 -6.017200 0.1 -0.1 0.0 0.000
H 5.235900 5.239600 9.496400 0.1 0.1 0.0 0.000
H -1.692500 0.047100 -1.229500 -0.4 -0.1 -0.1 -0.001
H 4.209700 -0.087800 -6.296800 0.1 0.0 -0.1 0.000
H 4.854800 4.601200 13.768200 -0.1 -0.1 -0.1 0.000
H 3.179900 2.278600 -0.295000 0.0 0.1 -0.1 0.002
```
Forces are in eV/Å.


Question: The lowest calculated total energy belongs to which entry?
Answer: C14H13F14NO3Tm


Please write out number 1 again, unchanged.
C10H7O3S | the ωB97M-V functional and the def2-TZVPD basis

Output
net charge: -1
calculated total energy: -27461.2714 eV

```
21
Properties=species:S:1:pos:R:3:forces:R:3:lowdin_charge:R:1
S 3.444503 0.715206 -0.102390 -1.2 -1.2 0.4 0.830
O 1.068432 3.120894 0.321583 -0.7 -0.4 -0.2 0.054
O 4.090782 0.547285 -1.428096 0.6 0.1 -0.5 -0.587
O 1.018677 -1.703957 -0.687539 -0.3 0.1 0.0 -0.039
C -3.018386 1.418548 -0.458856 -0.1 0.3 0.1 -0.108
C 0.822870 -0.484208 -0.509819 0.3 -0.7 -0.1 -0.478
C -0.639802 1.456069 -0.224374 -1.0 -0.2 -0.1 -0.143
C 1.712762 0.545219 -0.270449 -1.6 4.5 1.2 -0.268
C -0.583906 0.087626 -0.520657 -0.1 0.5 0.1 -0.097
C -1.850894 2.124526 -0.182118 0.1 0.0 0.0 -0.025
C 0.692035 2.020489 0.006351 3.8 -3.3 -0.5 -0.268
C 3.707003 -0.913464 0.757812 0.0 0.7 -0.3 -0.250
C -1.745273 -0.603919 -0.791534 0.1 -0.1 0.0 -0.020
C -2.962874 0.072063 -0.764294 0.0 -0.2 0.0 -0.097
H -3.879773 -0.463591 -0.978608 0.0 0.0 0.0 0.092
H 3.265877 -0.839693 1.745030 -0.1 0.0 0.2 0.038
H -3.974099 1.928281 -0.434556 0.0 0.0 0.0 0.090
H 4.777275 -1.088887 0.818751 0.1 0.1 0.0 0.028
H -1.695444 -1.657023 -1.027401 0.1 -0.1 0.0 0.109
H -1.884470 3.177159 0.067552 0.0 0.0 0.0 0.110
H 3.217634 -1.682741 0.173705 -0.1 -0.1 -0.1 0.028
```
Forces are in eV/Å.


Question: Which formula does entry 4 have?
Answer: C3H6OS